Molecular formula: C56H117InN6O8
Method: DFT, ωB97M-V/def2-TZVPD

Energy relative to the best compared isomer or geometry (same formula, charge and spin) ... 0.00 kcal/mol
Spin multiplicity ... 2
Expectation value of S² ... 0.75
Charge ... +1

Last column: Löwdin spin population.
CARTESIAN COORDINATES (ANGSTROEM)
In 1.99571 2.88332 5.30902  0.00
C 0.92929 0.81567 0.96096  0.00
C 1.05045 1.47510 2.31523  0.00
O 0.82969 0.95412 3.40524  0.00
O 1.37757 2.69616 2.35539  0.00
H 1.92537 0.47097 0.68329  0.00
H 0.74693 1.53627 0.16372  0.00
H 0.26449 -0.04774 0.93535  0.00
C -5.43685 0.18848 6.37797  0.05
C -5.04765 -0.48863 4.97447  0.05
C -3.95245 0.34684 4.22800  0.00
C -2.53183 0.03064 4.87138  0.00
C -2.27085 -1.46704 4.69760  0.00
C -3.33713 -2.40444 5.41804  0.05
N -4.70473 -1.93213 5.09817  0.61
O -5.66656 -2.73079 5.58419  0.12
C -3.11436 -3.83651 4.77632  0.02
C -2.90577 -2.33757 6.94273  0.05
C -6.23685 -0.31984 3.90493  0.02
H -6.35680 -0.15913 6.84803  0.00
H -5.71180 1.24172 6.32169  0.01
H -4.63619 0.07884 7.10943  0.00
H -3.86520 0.07014 3.17732  0.00
H -4.08157 1.42536 4.31874  0.00
H -2.49063 0.25205 5.93786  0.00
H -1.77012 0.60816 4.34757  0.00
H -1.23506 -1.58503 5.01590  0.00
H -2.38296 -1.66611 3.63181  0.00
H -3.82422 -4.65578 4.89024  0.00
H -2.97682 -3.72709 3.70058  0.00
H -2.18285 -4.23555 5.17776  0.00
H -3.09107 -1.35947 7.38667  0.00
H -3.55796 -2.92577 7.58830  0.00
H -1.91427 -2.74327 7.14384  0.00
H -6.06888 -0.87055 2.97940  0.00
H -6.43410 0.72320 3.65746  0.00
H -7.17045 -0.63397 4.37164  0.00
H -5.99597 -3.23910 4.83941  0.02
C -3.22913 0.94816 -3.80710  0.00
C -3.97677 1.80383 -2.77373  0.00
C -5.24319 0.94808 -2.45254  0.00
C -5.86276 1.30472 -1.08739  0.00
C -4.82167 1.27417 0.09777  0.00
C -3.68681 2.28490 -0.19924  0.00
N -3.14257 1.94565 -1.53017  0.00
O -1.96623 2.66566 -1.80144  0.00
C -4.13358 3.79443 -0.06255  0.00
C -2.62717 2.00605 0.93104  0.00
C -4.45739 3.15101 -3.36471  0.00
H -3.87204 0.67365 -4.64341  0.00
H -2.82634 0.05594 -3.32773  0.00
H -2.49060 1.62482 -4.23698  0.00
H -6.02097 1.37928 -3.08280  0.00
H -5.13465 -0.12942 -2.57629  0.00
H -6.69182 0.61868 -0.91387  0.00
H -6.41313 2.24517 -1.06018  0.00
H -4.34990 0.29301 0.15117  0.00
H -5.33731 1.45818 1.04030  0.00
H -5.03014 4.11583 -0.59261  0.00
H -4.24402 4.08045 0.98344  0.00
H -3.36971 4.47597 -0.43688  0.00
H -3.17160 1.97957 1.87496  0.00
H -2.13099 1.03638 0.89074  0.00
H -1.82862 2.74316 1.01532  0.00
H -5.16259 3.64484 -2.69620  0.00
H -4.94324 3.02746 -4.33258  0.00
H -3.56279 3.74458 -3.55307  0.00
H -1.28318 2.07173 -1.48161  0.00
C 5.85621 -4.78591 1.67093  0.00
C 5.08843 -4.49600 0.32559  0.00
C 3.66402 -3.91245 0.67581  0.00
C 3.66443 -2.44603 1.13504  0.00
C 4.37808 -1.60756 0.08037  0.00
C 5.79746 -2.13794 -0.35772  0.00
N 5.77370 -3.57844 -0.58194  0.00
O 7.05426 -3.96314 -0.97579  0.00
C 5.92829 -1.48356 -1.79903  0.00
C 6.84787 -1.56733 0.57871  0.00
C 4.87155 -5.82730 -0.46817  0.00
H 6.12158 -3.91340 2.26792  0.00
H 6.72416 -5.29486 1.25172  0.00
H 5.36042 -5.53845 2.28411  0.00
H 2.98992 -4.03940 -0.17130  0.00
H 3.21236 -4.55353 1.43285  0.00
H 4.12892 -2.30587 2.11111  0.00
H 2.59971 -2.25302 1.26629  0.00
H 4.52713 -0.63915 0.55792  0.00
H 3.66140 -1.41968 -0.71911  0.00
H 5.15863 -1.83006 -2.48871  0.00
H 5.67854 -0.42262 -1.81076  0.00
H 6.93908 -1.66115 -2.16627  0.00
H 7.83209 -1.86655 0.21833  0.00
H 6.89798 -0.47855 0.59066  0.00
H 6.72408 -1.96470 1.58612  0.00
H 5.82577 -6.17864 -0.86076  0.00
H 4.20533 -5.67192 -1.31677  0.00
H 4.45304 -6.67434 0.07541  0.00
H 6.86572 -3.87297 -1.91276  0.00
C -0.41248 7.48588 1.70737  0.00
C 0.71478 7.92829 0.65865  0.00
C 2.18285 7.69714 1.12570  0.00
C 2.65259 6.25328 0.91833  0.00
C 2.42311 5.82436 -0.49695  0.00
C 1.02261 5.97930 -0.96124  0.00
N 0.62253 7.39616 -0.73706  0.00
O -0.56510 7.69634 -1.30439  0.00
C 1.05292 5.72406 -2.53233  0.00
C 0.00926 4.97486 -0.25969  0.00
C 0.71951 9.50873 0.56305  0.00
H -0.58600 8.11457 2.58072  0.00
H -0.07344 6.54290 2.13625  0.00
H -1.41428 7.39577 1.28739  0.00
H 2.83412 8.44013 0.66535  0.00
H 2.21327 7.83026 2.20711  0.00
H 2.12339 5.70334 1.69655  0.00
H 3.69595 6.07371 1.17769  0.00
H 2.75682 4.78674 -0.48869  0.00
H 3.13787 6.36629 -1.11626  0.00
H 1.86626 5.07208 -2.85092  0.00
H 0.16657 5.11791 -2.71960  0.00
H 1.01150 6.66558 -3.07998  0.00
H 0.38742 4.67599 0.71795  0.00
H -0.99664 5.38278 -0.16034  0.00
H -0.13202 4.07397 -0.85678  0.00
H -0.29158 9.74540 0.23174  0.00
H 1.35985 10.01531 -0.15906  0.00
H 1.11807 9.99924 1.45111  0.00
H -0.31676 7.87400 -2.21453  0.00
C 2.18171 -2.26372 -2.93421  0.00
C 2.17021 -1.01657 -3.86057  0.00
C 2.52876 0.17076 -3.00540  0.00
C 2.78002 1.50084 -3.87959  0.00
C 3.88986 1.17165 -4.98162  0.00
C 3.64807 -0.04397 -5.86597  0.00
N 3.08787 -1.19401 -4.98832  0.00
O 2.90969 -2.34741 -5.73319  0.00
C 2.67633 0.36513 -6.97412  0.00
C 5.00711 -0.53404 -6.38198  0.00
C 0.77841 -0.87269 -4.39404  0.00
H 1.90926 -3.23357 -3.35045  0.00
H 1.42480 -2.15711 -2.15715  0.00
H 3.16483 -2.46907 -2.51066  0.00
H 1.61662 0.29154 -2.42101  0.00
H 3.36710 0.04052 -2.32105  0.00
H 3.08160 2.21998 -3.11802  0.00
H 1.89206 1.91823 -4.35436  0.00
H 4.77162 0.94525 -4.38217  0.00
H 4.05254 2.02793 -5.63615  0.00
H 2.36137 -0.53997 -7.49344  0.00
H 1.79063 0.86546 -6.58259  0.00
H 3.23477 1.02069 -7.64231  0.00
H 5.71871 -0.71804 -5.57707  0.00
H 4.83084 -1.47871 -6.89639  0.00
H 5.42246 0.08759 -7.17518  0.00
H 0.00762 -0.66324 -3.65234  0.00
H 0.47736 -1.78383 -4.91104  0.00
H 0.72929 -0.10530 -5.16656  0.00
H 2.19972 -2.08490 -6.32363  0.00
C -3.68183 -3.33653 -0.23407  0.00
C -2.20843 -3.62366 -0.04965  0.00
C -1.60429 -2.57854 0.90042  0.00
C -0.17052 -2.84058 1.37278  0.00
C -0.10644 -4.31301 1.93111  0.00
C -0.69717 -5.46669 1.10317  0.00
N -2.04784 -5.03419 0.59155  0.00
O -2.70307 -6.04736 -0.06700  0.00
C 0.27260 -6.01192 0.03655  0.00
C -0.93023 -6.58445 2.07986  0.00
C -1.62746 -3.45273 -1.48259  0.00
H -4.12549 -3.40398 0.75926  0.00
H -4.31209 -4.13141 -0.63287  0.00
H -3.96131 -2.50649 -0.88294  0.00
H -1.64945 -1.60421 0.41385  0.00
H -2.32619 -2.53352 1.71585  0.00
H 0.20808 -2.20721 2.17504  0.00
H 0.51883 -2.58724 0.56735  0.00
H -0.29442 -4.36726 3.00341  0.00
H 0.97294 -4.42076 1.82428  0.00
H 1.30891 -6.16083 0.33985  0.00
H -0.10645 -6.97013 -0.31878  0.00
H 0.20653 -5.37878 -0.84825  0.00
H 0.00346 -7.01077 2.44671  0.00
H -1.62843 -6.34340 2.88143  0.00
H -1.34001 -7.48710 1.62665  0.00
H -0.57547 -3.69437 -1.63430  0.00
H -1.87298 -2.48848 -1.92761  0.00
H -2.20573 -4.06843 -2.17152  0.00
H -2.29757 -6.12240 -0.93392  0.00